No. 1
{"formula": "C4H9NO", "method": "ωB97M-V/def2-TZVPD", "de_lowest_ev": 4.0773, "homo_energy_ha": [-0.3058, -0.3058], "gap_ha": [0.3275, 0.3275], "spin_multiplicity": 1, "symbols": ["O", "N", "C", "C", "C", "C", "H", "H", "H", "H", "H", "H", "H", "H", "H"], "coordinates": [[-2.1042, -0.0364, 0.5769], [-0.1302, -0.0623, -0.5747], [-0.7875, -0.0035, 0.5130], [0.9063, -0.1055, -1.3043], [-2.8760, -0.1430, -0.6190], [2.2995, 0.2193, 1.4638], [-2.6532, 0.6931, -1.2899], [1.3474, 0.8104, -1.6981], [2.5309, 0.2072, 2.5305], [1.3947, -1.0560, -1.5229], [-3.9182, -0.1066, -0.2989], [2.8232, -0.6011, 0.9643], [-2.6674, -1.0929, -1.1217], [1.2185, 0.1065, 1.3541], [2.6160, 1.1708, 1.0269]], "forces_ev_per_a": [[0.086, 0.011, 0.060], [-0.002, 0.010, 0.234], [0.082, -0.023, -0.327], [-0.200, -0.010, 0.067], [-0.130, -0.032, -0.261], [0.067, -0.007, 0.057], [-0.029, -0.121, 0.069], [-0.172, -0.119, 0.012], [0.102, 0.025, -0.120], [-0.195, 0.125, -0.019], [0.136, -0.011, -0.149], [-0.032, 0.120, 0.119], [-0.015, 0.134, 0.039], [0.291, 0.021, 0.118], [0.011, -0.123, 0.100]], "lowdin_charge": [-0.12, -0.02, -0.14, -0.02, -0.08, -0.07, 0.09, 0.08, 0.02, 0.08, 0.09, 0.02, 0.09, -0.04, 0.02]}



No. 2
{"formula": "C4H9NO", "method": "ωB97M-V/def2-TZVPD", "smiles": "CC(=O)N(C)C", "de_lowest_ev": 1.6108, "homo_energy_ha": -0.3329, "gap_ha": 0.3625, "spin_multiplicity": 1, "symbols": ["O", "N", "C", "C", "C", "C", "H", "H", "H", "H", "H", "H", "H", "H", "H"], "coordinates": [[-1.2480, -0.4626, 1.7205], [0.3245, 0.0745, 0.2554], [-0.9703, -0.1945, 0.5759], [-1.9136, -0.1457, -0.5151], [1.3604, 0.2877, 1.2846], [0.9112, 0.0079, -1.0671], [0.2126, 0.4343, -1.7314], [1.7897, 0.6562, -1.1449], [1.8078, 1.2442, 1.4649], [-1.6853, -0.7453, -1.3906], [0.8489, -0.1098, 2.2532], [-1.8088, 0.8379, -1.1311], [1.2143, -1.0723, -1.3129], [-2.9506, -0.4102, -0.1291], [2.1071, -0.4024, 0.8677]], "forces_ev_per_a": [[-1.055, 0.028, 0.978], [1.680, 1.828, 0.083], [2.152, -0.215, 0.464], [-2.416, 1.203, -2.484], [-1.877, -3.439, 1.137], [0.313, -1.089, 0.372], [-0.699, -0.042, -1.352], [-0.051, -0.241, 0.256], [-0.315, 0.924, -0.478], [0.171, -1.053, 0.353], [1.459, 0.654, -1.518], [-0.784, -0.964, 1.737], [-0.450, 1.500, 0.006], [1.324, 0.745, -0.745], [0.547, 0.159, 1.192]], "lowdin_charge": [0.05, -0.18, -0.58, -0.02, -0.04, -0.07, 0.05, 0.09, 0.07, 0.07, 0.12, 0.12, 0.12, 0.12, 0.08]}



No. 3
{"formula": "C4H9NO", "method": "ωB97M-V/def2-TZVPD", "smiles": "C[C@H]1N[C@H]1CO", "de_lowest_ev": 1.9092, "homo_energy_ha": -0.3554, "gap_ha": 0.3921, "spin_multiplicity": 1, "symbols": ["O", "N", "C", "C", "C", "C", "H", "H", "H", "H", "H", "H", "H", "H", "H"], "coordinates": [[1.2931, 0.4637, 1.4547], [0.5796, 0.5105, -1.1438], [-1.5387, 0.8253, 0.2447], [0.4498, -0.7746, -0.4603], [-0.7566, 0.0299, -0.7737], [1.1318, -0.8177, 0.8997], [-1.3585, -0.3593, -1.5970], [1.3844, 1.0599, 0.6902], [-2.3983, 0.2423, 0.5946], [2.1094, -1.3094, 0.7676], [0.7747, 0.4007, -2.1335], [0.5551, -1.4201, 1.6109], [0.5955, -1.6740, -1.0591], [-1.9100, 1.7566, -0.2001], [-0.9114, 1.0662, 1.1052]], "forces_ev_per_a": [[0.124, 0.197, -0.113], [0.083, 0.115, -0.255], [0.045, -0.037, 0.021], [0.051, -0.193, 0.087], [-0.212, -0.014, 0.008], [-0.041, -0.273, -0.042], [0.116, 0.067, 0.116], [0.006, -0.056, 0.140], [0.114, 0.096, -0.063], [-0.123, 0.059, 0.041], [-0.059, 0.038, 0.119], [0.024, 0.042, -0.122], [-0.020, 0.122, 0.113], [0.045, -0.178, 0.070], [-0.153, 0.016, -0.120]], "lowdin_charge": [-0.09, 0.04, -0.05, -0.26, -0.31, -0.23, 0.13, 0.08, 0.08, 0.11, 0.10, 0.12, 0.14, 0.08, 0.07]}



No. 4
{"formula": "C4H9NO", "method": "ωB97M-V/def2-TZVPD", "smiles": "COC[C@H]1CN1", "de_lowest_ev": 2.6254, "homo_energy_ha": -0.3438, "gap_ha": 0.3814, "spin_multiplicity": 1, "symbols": ["O", "N", "C", "C", "C", "C", "H", "H", "H", "H", "H", "H", "H", "H", "H"], "coordinates": [[0.8005, 0.5866, -0.0138], [-1.8701, 0.0156, -1.0191], [2.2177, 0.5347, -0.0690], [-2.0170, 0.5030, 0.3535], [0.2978, -0.7268, 0.1553], [-1.2219, -0.7154, 0.0579], [2.5687, 0.6588, -1.1008], [-1.1578, 0.5777, -1.4803], [2.6493, 1.3394, 0.5356], [-1.4912, 1.4100, 0.6400], [0.5835, -1.1130, 1.1522], [-3.0242, 0.4084, 0.7606], [-1.6809, -1.6745, 0.2965], [2.5606, -0.4217, 0.3195], [0.7848, -1.3829, -0.5881]], "forces_ev_per_a": [[0.208, -0.249, 0.109], [0.086, 0.064, -0.341], [0.086, 0.447, -0.111], [-0.020, 0.113, 0.268], [-0.472, 0.086, 0.343], [0.321, -0.179, 0.128], [-0.050, -0.116, 0.088], [-0.101, -0.015, -0.019], [-0.177, -0.092, -0.054], [0.001, -0.179, -0.083], [-0.065, 0.097, -0.203], [0.276, -0.057, -0.054], [0.127, 0.089, -0.136], [0.282, -0.006, 0.040], [-0.501, -0.004, 0.024]], "lowdin_charge": [-0.20, 0.02, -0.10, -0.14, -0.21, -0.30, 0.09, 0.09, 0.09, 0.10, 0.13, 0.10, 0.13, 0.08, 0.13]}



No. 5
{"formula": "C4H9NO", "method": "ωB97M-V/def2-TZVPD", "smiles": "CCNCC=O", "de_lowest_ev": 2.1225, "homo_energy_ha": -0.3282, "gap_ha": 0.3647, "spin_multiplicity": 1, "symbols": ["O", "N", "C", "C", "C", "C", "H", "H", "H", "H", "H", "H", "H", "H", "H"], "coordinates": [[2.1820, 0.0691, 0.0338], [-0.2924, 1.0068, 0.7872], [0.2331, 1.3492, -0.5575], [-0.8520, -0.3503, 0.9313], [-0.6956, -1.5036, -0.0308], [1.5278, 0.5924, -0.8272], [-0.2608, -1.1049, -0.9937], [0.4923, 1.0873, 1.4205], [0.2548, 2.4327, -0.6092], [-0.4541, -0.7341, 1.8716], [-1.5547, -2.0609, -0.3455], [-1.9135, -0.1847, 1.1517], [1.7741, 0.4746, -1.8865], [-0.5347, 1.0675, -1.3146], [0.0937, -2.1412, 0.3688]], "forces_ev_per_a": [[0.048, 0.145, -0.022], [0.672, 0.060, -1.310], [-1.384, -0.970, 1.060], [-1.495, 0.103, 1.920], [2.411, 1.100, -1.908], [-0.491, 0.355, -0.171], [-0.436, -0.565, 0.666], [0.017, -0.010, -0.010], [0.700, 0.216, -0.207], [-0.088, 0.221, 0.193], [-0.665, -0.140, 0.393], [-0.042, -0.186, -0.236], [0.389, 0.023, -0.384], [0.608, 0.029, 0.303], [-0.243, -0.383, -0.287]], "lowdin_charge": [0.06, -0.08, -0.18, -0.29, -0.09, -0.27, 0.07, 0.09, 0.11, 0.11, 0.06, 0.10, 0.11, 0.12, 0.07]}



No. 6
{"formula": "C4H9NO", "method": "ωB97M-V/def2-TZVPD", "smiles": "C=CN=C.CO", "de_lowest_ev": 2.7991, "homo_energy_ha": -0.3491, "gap_ha": 0.3818, "spin_multiplicity": 1, "symbols": ["O", "N", "C", "C", "C", "C", "H", "H", "H", "H", "H", "H", "H", "H", "H"], "coordinates": [[1.2586, -1.0090, -0.6020], [-0.9337, 1.4990, 1.4985], [1.2923, -2.4367, -0.5432], [0.3256, 1.5923, 1.4940], [-1.5543, 1.0174, 0.3228], [-1.4319, 1.5357, -0.8921], [2.2477, -2.7248, -0.1146], [0.3426, -0.7370, -0.4680], [0.9626, 1.3458, 0.6421], [0.8227, 1.9314, 2.3989], [-0.7898, 2.3784, -1.0887], [-2.0001, 1.0901, -1.6972], [-2.2410, 0.1964, 0.5164], [1.2111, -2.8571, -1.5466], [0.4876, -2.8218, 0.0798]], "forces_ev_per_a": [[-0.247, -0.154, 0.182], [0.033, -0.303, -0.313], [0.050, 0.416, -0.129], [0.140, 0.180, 0.261], [-0.087, 0.084, 0.339], [-0.081, -0.376, 0.043], [0.054, -0.086, 0.039], [0.147, 0.124, -0.175], [-0.088, -0.159, -0.073], [-0.009, 0.130, -0.010], [0.040, 0.150, -0.068], [0.065, 0.163, -0.106], [0.027, 0.072, -0.044], [-0.030, -0.106, -0.015], [-0.015, -0.137, 0.068]], "lowdin_charge": [-0.14, -0.01, -0.15, -0.04, -0.28, 0.01, 0.07, 0.04, 0.07, 0.07, 0.06, 0.05, 0.10, 0.07, 0.08]}



No. 7
{"formula": "C4H9NO", "method": "ωB97M-V/def2-TZVPD", "de_lowest_ev": 4.2398, "homo_energy_ha": -0.3053, "gap_ha": 0.3453, "spin_multiplicity": 1, "symbols": ["O", "N", "C", "C", "C", "C", "H", "H", "H", "H", "H", "H", "H", "H", "H"], "coordinates": [[1.2220, 0.4580, -0.6299], [-0.7674, 0.8292, 0.5578], [-0.0073, -0.1420, 1.3318], [-1.3962, 0.0939, -0.5471], [1.3713, -0.2942, 0.5974], [-0.1397, -0.0680, -1.4193], [2.1872, 0.1141, 1.2160], [-1.8688, -0.8787, -0.2704], [-0.4824, -1.1324, 1.4298], [0.1854, -1.0739, -1.6325], [0.3066, 1.2446, -0.0297], [-0.1293, 0.6251, -2.2560], [1.6382, -1.3116, 0.3114], [0.1258, 0.2665, 2.3341], [-2.2125, 0.6820, -1.0088]], "forces_ev_per_a": [[-1.167, -0.963, -1.043], [0.549, 0.711, 0.249], [0.235, 0.001, 0.300], [0.851, 0.407, 0.124], [-0.131, -0.264, -0.257], [1.802, 0.144, 0.173], [-0.191, 0.141, -0.642], [0.614, 0.567, 0.094], [-0.093, 0.380, -0.060], [-0.140, -0.226, -0.494], [-3.317, -0.195, 1.539], [0.204, -0.324, -0.146], [-0.114, -0.138, 0.190], [0.191, -0.162, 0.036], [0.708, -0.078, -0.062]], "lowdin_charge": [-0.21, -0.13, -0.24, -0.24, -0.18, -0.02, 0.12, 0.11, 0.11, 0.10, 0.15, 0.11, 0.11, 0.10, 0.11]}



No. 8
{"formula": "C4H9NO", "method": "ωB97M-V/def2-TZVPD", "smiles": "C=CC(=C)N.O", "de_lowest_ev": 2.9365, "homo_energy_ha": -0.3113, "gap_ha": 0.3377, "spin_multiplicity": 1, "symbols": ["O", "N", "C", "C", "C", "C", "H", "H", "H", "H", "H", "H", "H", "H", "H"], "coordinates": [[-1.9758, 3.3825, 0.6231], [-0.1855, -0.9367, 1.5725], [-0.7438, -1.8664, -0.5808], [1.6721, -0.2987, -1.3949], [-0.1741, -0.9646, 0.1555], [0.8824, -0.0598, -0.3282], [-1.2085, 2.9539, 1.0172], [-1.4864, -2.4095, -0.0058], [2.4049, 0.5586, -1.5479], [-1.5729, 3.7964, -0.1871], [1.2243, 0.6771, 0.4444], [1.5049, -0.8807, -2.2357], [-0.6574, -1.8176, -1.5926], [-0.2022, -1.7884, 2.1347], [0.5180, -0.3460, 1.9256]], "forces_ev_per_a": [[0.914, 0.653, -1.310], [-1.070, -0.484, -0.037], [-2.132, -0.635, 2.281], [0.423, 4.487, 1.713], [2.560, 0.719, 1.981], [1.206, -0.480, -0.111], [-0.131, -0.128, 0.178], [-0.047, -0.740, -0.792], [-0.507, -1.522, 0.038], [-0.795, -0.538, 1.126], [-0.331, -0.331, -1.102], [-0.420, -1.574, -1.013], [-0.056, -0.293, -2.639], [-0.307, 0.201, -0.827], [0.692, 0.664, 0.513]], "lowdin_charge": [-0.08, 0.07, 0.04, 0.02, -0.44, -0.14, 0.02, 0.07, 0.08, 0.06, 0.11, 0.03, 0.03, 0.10, 0.04]}



Number 1: E_tot -287.682614 Eh. Number 2: E_tot -287.773256 Eh. Number 3: E_tot -287.762291 Eh. Number 4: E_tot -287.735969 Eh. Number 5: E_tot -287.754452 Eh. Number 6: E_tot -287.729588 Eh. Number 7: E_tot -287.676642 Eh. Number 8: E_tot -287.724537 Eh.